[1]
ORCA calculation (ωB97M-V/def2-TZVPD) on a cluster of 2 separate species, C3H5NO3 in total.

- Lowest unoccupied orbital energy (spin up / spin down): 4.326 / 4.001 eV
- Energy relative to the best compared isomer or geometry (same formula, charge and spin): 1.3976 eV
- Total charge: -1
- <S²>: 0.75
- Spin multiplicity: 2

```
12
Properties=species:S:1:pos:R:3:forces:R:3
O -1.358125 -0.003164 -1.987738 0.185 0.117 0.284
C -0.919228 -0.169808 -0.875613 -1.029 -1.288 -1.423
N -0.188353 0.941265 0.857484 0.748 0.820 1.080
C 1.097930 0.817154 0.480044 1.078 0.450 0.884
O 2.007710 1.741651 1.107173 -1.050 0.285 -0.048
O 1.705997 -0.038115 -0.142450 -0.605 -0.146 -0.363
C -0.721837 -1.587138 -0.323805 -1.297 0.877 -1.993
H -0.831985 1.451760 0.279792 0.411 0.383 0.091
H 1.390877 2.345319 1.556964 0.293 -0.236 -0.056
H -1.691123 -2.049883 -0.616267 0.501 -0.201 0.605
H -0.506973 -1.533578 0.726332 0.389 -0.432 0.126
H 0.015108 -1.915465 -1.061912 0.375 -0.629 0.813
```
Forces are in eV/Å.

Here are the Mulliken charges for atoms 1 to 6, given in e: atom 1 (O): -0.49, atom 2 (C): 0.17, atom 3 (N): -0.86, atom 4 (C): 0.63, atom 5 (O): -0.49, atom 6 (O): -0.58

---

[2]
ORCA calculation (ωB97M-V/def2-TZVPD) on a structure of composition C17H24BrCuN2O3PSTe.

- Lowest unoccupied orbital energy: 2.602 eV
- Energy relative to the best compared isomer or geometry (same formula, charge and spin): 0.8970 eV
- Total charge: -1

```
51
Properties=species:S:1:pos:R:3:forces:R:3
Cu -0.486753 -0.505665 0.005406 -0.114 -0.307 0.362
Br 1.795747 -2.367065 -0.543894 0.208 0.134 0.157
C 2.135447 -1.829165 1.266306 0.435 -0.177 -0.337
C 3.444647 -1.761365 1.655806 -0.126 -0.062 -0.309
C 3.752947 -1.588065 3.012806 -0.070 0.007 0.359
C 2.747647 -1.591665 3.939306 0.246 0.019 0.084
C 1.394647 -1.632465 3.542106 -0.047 -0.030 -0.338
C 0.349147 -1.651965 4.487106 -0.314 0.040 0.191
C -0.955153 -1.632165 4.071706 0.221 -0.027 0.446
C -1.259353 -1.476565 2.712506 0.113 -0.067 -0.623
C -0.293053 -1.446865 1.716006 -0.307 0.045 0.071
C 1.053847 -1.645865 2.156306 -0.222 0.004 0.348
H 4.240547 -1.872065 0.933206 -0.038 -0.025 -0.068
H 4.788447 -1.494765 3.315606 0.000 -0.074 0.027
H 2.968147 -1.565165 5.000206 0.056 0.078 0.026
H 0.598747 -1.662265 5.541406 0.010 -0.056 0.050
H -1.759553 -1.683165 4.799106 0.044 0.040 0.030
H -2.304053 -1.354065 2.440506 -0.013 0.089 -0.039
C -1.358953 -4.367265 -1.163894 0.031 0.114 -0.149
N -1.895053 -3.065565 -0.843894 0.246 -0.090 0.012
C -2.102953 -2.072765 -1.739894 -0.385 -0.420 0.153
S -2.681853 -0.615165 -1.166294 -0.410 0.739 0.220
N -1.944553 -2.331265 -3.049594 0.459 -0.584 0.286
C -2.010753 -1.305965 -4.058694 -0.141 0.324 -0.437
H -1.437453 -4.988765 -0.272794 0.041 -0.013 -0.083
H -0.304753 -4.321865 -1.463194 -0.048 -0.090 -0.025
H -1.956553 -4.823565 -1.958494 0.080 -0.080 0.061
H -1.673653 -2.699065 0.083206 -0.118 -0.054 -0.098
H -1.424853 -3.162965 -3.293394 -0.114 0.083 0.107
H -2.262853 -0.365365 -3.574594 0.059 -0.033 -0.128
H -2.779253 -1.541265 -4.797194 -0.018 -0.020 -0.038
H -1.050553 -1.179365 -4.560094 -0.024 -0.029 0.082
C 1.492447 5.061235 -1.283094 0.057 -0.269 -0.032
C 1.957147 3.862235 -2.096594 0.229 0.988 -0.647
O 1.600847 2.660735 -1.487394 -0.852 -0.858 -0.297
P 0.251847 1.860035 -2.023794 0.331 0.445 2.152
O 0.446547 0.544935 -1.320894 -0.190 0.359 -0.769
Te -0.055253 2.043735 -4.308594 -0.167 -0.052 -0.543
O -0.949953 2.722935 -1.267794 0.536 -0.405 -1.291
C -1.013853 2.665835 0.136506 0.136 -0.101 0.863
C -1.917653 3.771235 0.658406 0.195 -0.219 -0.289
H 1.862047 5.986335 -1.719894 0.028 0.123 -0.061
H 1.854747 4.984535 -0.259394 0.031 0.038 0.111
H 0.405647 5.082635 -1.269894 -0.118 0.075 0.042
H 3.050747 3.865835 -2.208194 -0.183 0.006 0.004
H 1.499247 3.900035 -3.103794 0.431 0.163 0.303
H -0.006353 2.782635 0.558006 -0.102 -0.083 -0.007
H -1.400553 1.682535 0.449706 0.092 0.181 0.001
H -1.574953 4.736135 0.287106 -0.007 0.085 0.026
H -1.893453 3.778235 1.747706 -0.048 -0.001 0.041
H -2.937253 3.608735 0.319206 -0.141 0.046 -0.004
```
Forces are in eV/Å.

Here are the Mulliken charges for atoms 1 to 6, given in e: atom 1 (Cu): 0.11, atom 2 (Br): -0.19, atom 3 (C): 0.19, atom 4 (C): -0.76, atom 5 (C): -0.51, atom 6 (C): -0.87

---

[3]
ORCA calculation (ωB97M-V/def2-TZVPD) on a structure of composition C25H44BInN2O16.

- Lowest unoccupied orbital energy: 2.706 eV
- Total charge: -2

```
89
Properties=species:S:1:pos:R:3:forces:R:3
C 1.318450 1.973967 1.762550 -0.466 0.344 -0.562
C -0.153225 1.523159 1.298313 1.237 -0.430 0.777
C -0.126609 -0.060335 0.952324 -0.916 0.818 0.160
C -1.641124 -0.617277 1.098465 0.786 0.569 0.151
In 0.681014 -0.284705 -1.185734 0.475 0.725 0.261
C 0.355869 -2.351472 -2.053198 0.747 -1.938 -0.081
C 0.966145 -3.532304 -1.217391 -3.359 -0.595 0.746
O 0.178694 -4.208536 -0.483134 2.347 1.303 -1.847
N 2.376002 -3.952143 -1.216212 0.958 0.541 -1.043
C 2.676387 -4.955050 -2.273612 0.085 -0.787 0.221
C 3.317750 -2.811904 -1.445078 -0.145 1.002 0.141
B -0.555631 1.219672 -2.440040 -0.398 -0.428 -0.962
N -1.991111 1.561465 -2.065173 1.082 1.024 -0.877
O 0.042527 1.879076 -3.580361 -1.327 -0.874 0.516
C 2.846428 0.440108 -1.372590 2.955 0.773 -2.058
O 3.604339 0.594728 -0.349334 -1.519 -0.321 -1.799
O 3.321515 0.674793 -2.661613 -1.670 -0.825 3.561
H 1.325034 2.935559 2.391526 -0.191 -1.296 -0.641
H 1.752660 1.103956 2.358159 -0.189 1.331 -0.852
H 1.928458 2.217597 0.830396 -0.426 -0.787 1.399
H -0.461653 2.157699 0.405082 0.114 -0.862 1.098
H -0.852911 1.754435 2.181853 0.565 -0.359 -1.193
H 0.591679 -0.606317 1.655644 -1.084 0.827 -0.615
H -1.622410 -1.359697 1.968811 -0.537 0.754 -1.263
H -2.348037 0.259089 1.343212 1.233 -1.609 -0.518
H -2.023032 -1.089331 0.137599 0.411 0.281 1.277
H -0.780096 -2.503922 -2.110161 1.686 0.017 0.323
H 0.739212 -2.401944 -3.127320 -0.150 0.613 1.816
H 3.810776 -5.022912 -2.430175 -1.631 0.273 0.265
H 2.366463 -6.002152 -1.920741 0.038 1.407 -0.707
H 2.193315 -4.650073 -3.256849 0.634 -0.583 0.923
H 4.404569 -3.140821 -1.539143 -1.461 0.035 0.163
H 3.273404 -2.124800 -0.536802 -0.021 -0.591 -1.502
H 3.028718 -2.262916 -2.408338 0.612 -0.319 1.392
H -2.642757 0.920906 -2.536019 0.413 0.162 0.431
H -2.177148 2.507732 -2.440388 -0.252 -0.485 -0.045
H 0.481940 1.177108 -4.105819 0.302 0.748 0.938
C 5.147731 0.339280 -5.949119 0.387 -0.293 0.133
C 5.268422 1.740141 -6.511260 -0.139 -0.914 0.823
C 4.020659 2.561824 -6.352628 -0.190 0.086 0.636
O 4.103995 3.457393 -7.463343 0.357 -0.107 -0.744
C 4.830573 2.830329 -8.422778 0.002 0.028 -0.397
O 4.918886 3.203253 -9.560009 0.008 -0.111 0.493
O 5.437940 1.715317 -7.933948 -0.251 0.863 -0.537
H 4.561186 0.325861 -5.023875 0.005 0.107 0.064
H 4.696252 -0.345947 -6.671304 -0.155 0.239 -0.002
H 6.139616 -0.057867 -5.716687 -0.097 -0.003 0.008
H 6.135738 2.248559 -6.077329 -0.103 0.090 -0.060
H 4.008137 3.108323 -5.410909 -0.102 0.034 -0.125
H 3.101712 1.976675 -6.441527 0.121 -0.072 0.050
C -1.230072 1.751462 6.513792 -0.131 0.577 0.102
C -2.357749 0.940849 5.906065 0.656 0.399 0.529
C -1.948628 -0.443817 5.483641 0.148 -0.379 0.141
O -2.846104 -0.715214 4.414273 -0.153 0.330 -0.026
C -3.194895 0.484921 3.877780 -0.431 0.156 -1.101
O -3.762116 0.621165 2.838083 -0.201 0.056 1.119
O -2.797402 1.516557 4.677349 -0.212 -0.469 -0.163
H -0.577350 1.132631 7.133469 -0.091 -0.019 -0.041
H -0.632165 2.245858 5.744093 -0.018 -0.324 -0.089
H -1.638634 2.539809 7.149889 0.117 -0.100 -0.013
H -3.212782 0.909648 6.590186 0.027 -0.095 -0.027
H -2.071562 -1.169386 6.287729 -0.099 -0.079 -0.149
H -0.924246 -0.496133 5.103055 -0.009 0.143 0.021
C -5.610339 6.017646 8.293193 -0.548 -0.138 0.066
C -4.720895 5.241363 9.245506 -0.567 0.659 -0.474
C -3.273131 5.645251 9.186574 0.224 0.380 0.133
O -2.605812 4.446437 9.564328 -0.201 -0.318 -0.074
C -3.422430 3.415312 9.219066 0.131 -0.955 -0.128
O -3.091155 2.268467 9.197412 -0.224 0.663 0.143
O -4.666328 3.861290 8.886104 0.614 -0.148 0.302
H -5.308937 7.065405 8.225230 0.063 -0.082 0.040
H -5.606849 5.576680 7.293749 0.249 0.057 0.095
H -6.645245 5.993665 8.644074 0.077 0.030 -0.081
H -5.109465 5.309581 10.267189 0.135 -0.023 0.001
H -3.045196 6.452497 9.882118 0.146 -0.146 0.029
H -2.942885 5.929054 8.183171 -0.148 -0.014 -0.017
C -1.435469 -6.719501 -6.174470 -0.031 -0.074 -0.575
C -0.468005 -5.613473 -5.797368 -0.431 -0.706 -0.138
C -0.228628 -5.497121 -4.316667 0.245 -0.208 0.283
O 0.082722 -4.118235 -4.161827 -0.481 -0.426 -1.070
C -0.535109 -3.459432 -5.179558 -0.034 1.179 0.315
O -0.664478 -2.275277 -5.242602 0.065 -0.826 -0.173
O -1.004297 -4.333333 -6.120784 0.208 0.159 0.195
H -1.304169 -7.601153 -5.542826 0.041 0.100 0.031
H -2.472689 -6.382250 -6.110671 0.139 0.047 0.230
H -1.267668 -7.027101 -7.210424 -0.068 -0.019 0.078
H 0.474728 -5.732937 -6.342181 0.025 0.042 0.111
H 0.601825 -6.120829 -3.987457 0.015 0.198 0.132
H -1.112841 -5.725934 -3.714281 -0.029 -0.029 -0.089
```
Forces are in eV/Å.

Here are the Mulliken charges for atoms 1 to 6, given in e: atom 1 (C): -0.96, atom 2 (C): -0.01, atom 3 (C): -0.07, atom 4 (C): -0.63, atom 5 (In): 0.29, atom 6 (C): -0.10

---

[4]
ORCA calculation (ωB97M-V/def2-TZVPD) on a structure of composition C18H18N5O6RhS2.

- Lowest unoccupied orbital energy: -1.300 eV
- Energy relative to the best compared isomer or geometry (same formula, charge and spin): 0.6409 eV

```
50
Properties=species:S:1:pos:R:3:forces:R:3
Rh 1.237124 -0.208738 0.320844 -0.199 0.248 0.213
N -2.166251 0.005578 -2.429842 -0.016 0.013 0.006
C -1.417264 -0.455861 -1.431817 0.002 -0.004 0.017
N -0.712336 0.298885 -0.640606 0.040 -0.075 -0.036
C -0.661888 1.678730 -0.881306 -0.008 0.006 0.027
N 0.055652 2.443687 -0.123877 0.006 -0.014 0.002
N 0.696474 1.653658 0.800890 -0.041 -0.082 -0.049
C 0.625216 1.939077 2.043485 -0.002 0.012 0.013
C 0.834228 0.810725 2.950044 -0.004 0.011 -0.017
C 0.852905 0.911227 4.325797 0.001 -0.003 0.007
C 0.890455 -0.257127 5.076382 0.000 0.005 -0.003
C 0.886281 -1.475809 4.426975 0.003 0.000 -0.002
C 0.869699 -1.506817 3.038620 -0.003 -0.006 0.005
N 0.846261 -0.389890 2.322203 0.004 0.005 -0.007
C -1.469556 2.237307 -1.955535 -0.002 0.008 -0.003
C -1.477781 3.599339 -2.255903 -0.003 -0.008 0.001
C -2.222268 4.065401 -3.316731 -0.004 0.001 -0.004
C -2.966239 3.176634 -4.095357 0.001 0.004 -0.002
C -2.967513 1.827275 -3.813999 -0.002 0.001 0.006
C -2.214207 1.364543 -2.740641 0.001 -0.005 0.002
H -2.638157 -0.656724 -3.024289 0.005 -0.001 -0.003
H -1.393072 -1.526750 -1.292757 0.010 -0.001 0.000
H 0.223160 2.889539 2.376804 -0.001 -0.001 -0.002
H 0.839922 1.885452 4.794285 0.000 -0.001 0.001
H 0.920368 -0.209577 6.156448 0.000 0.001 0.000
H 0.916382 -2.407195 4.972931 0.000 0.000 0.000
H 0.909958 -2.432286 2.484240 -0.002 0.002 0.000
H -0.877501 4.265380 -1.652576 0.000 0.000 0.001
H -2.222927 5.119923 -3.555377 -0.001 0.000 0.000
H -3.542795 3.546330 -4.932647 0.000 0.000 0.000
H -3.532392 1.131561 -4.422004 0.000 -0.001 0.000
C 0.617989 -1.347513 -4.650065 0.001 0.005 -0.014
C 1.339550 -1.302176 -3.317559 0.074 0.009 -0.024
C 2.788955 -1.745317 -3.460675 -0.006 -0.013 -0.004
O 0.621912 -2.184586 -2.445407 0.037 0.006 0.017
C 1.300186 0.124238 -2.721263 -0.129 0.023 0.126
O 0.802592 1.040115 -3.360633 0.006 0.007 -0.038
O 1.828664 0.299724 -1.543841 0.181 -0.144 -0.111
H 0.634142 -2.369811 -5.029179 0.002 0.000 -0.001
H 1.095742 -0.683511 -5.367610 -0.003 0.000 -0.002
H -0.417921 -1.023103 -4.540908 0.006 -0.004 -0.001
H 2.823673 -2.749094 -3.887401 -0.005 0.000 -0.002
H 3.292239 -1.756797 -2.495326 0.005 0.004 0.031
H 3.327545 -1.063082 -4.121163 -0.002 -0.005 0.000
H 1.188090 -2.389020 -1.681029 -0.034 0.036 0.023
O 1.702495 -2.203348 0.113807 0.005 -0.012 -0.084
S 3.146693 -2.348457 0.651948 -0.054 0.033 -0.104
O 4.025972 -2.852809 -0.359022 0.011 -0.014 -0.009
O 3.128089 -3.050056 1.910051 -0.005 0.000 0.020
S 3.429756 -0.316376 0.949790 0.122 -0.045 0.002
```
Forces are in eV/Å.

Here are the Mulliken charges for atoms 1 to 6, given in e: atom 1 (Rh): 0.23, atom 2 (N): 0.17, atom 3 (C): -0.52, atom 4 (N): -0.59, atom 5 (C): 1.08, atom 6 (N): -1.03

---

| no. | F_max (Eh/bohr) | molecular weight (g/mol) | DFT total energy (eV) |
| --- | --- | --- | --- |
| 1 | 0.0493 | 103.08 | -10822.7289 |
| 2 | 0.0432 | 638.48 | -169245.2883 |
| 3 | 0.0781 | 754.26 | -68227.3085 |
| 4 | 0.0074 | 567.41 | -63373.7016 |